i:
Below is CH4OP2 in the gas phase, with properties calculated with ωB97M-V with the def2-TZVPD basis set.

Properties
SMILES	O=PCP
lowest unoccupied orbital energy	-0.65	eV

Geometry as ORCA input:
```
! wB97M-V def2-TZVPD RIJCOSX def2/J DEFGRID3
* xyz 0 1
O -2.42 -0.40 -0.41
P -1.46 -0.35 0.70
C 0.25 0.82 0.17
P 1.02 -0.57 -0.83
H 0.11 1.69 -0.44
H 0.66 1.35 1.12
H 1.82 -1.11 0.11
H 0.01 -1.42 -0.43
*
```

natural (NBO) charges in e: atom 1 (O): -1.00, atom 2 (P): 1.31, atom 3 (C): -1.08, atom 4 (P): 0.41, atom 5 (H): 0.23, atom 6 (H): 0.25, atom 7 (H): -0.04, atom 8 (H): -0.09

ii:
Below is CH4OP2 in the gas phase, with properties calculated with ωB97M-V with the def2-TZVPD basis set.

Properties
SMILES	O=PCP
lowest unoccupied orbital energy	-0.32	eV

Geometry as ORCA input:
```
! wB97M-V def2-TZVPD RIJCOSX def2/J DEFGRID3
* xyz 0 1
O -2.28 0.10 -0.85
P -1.41 -0.53 0.12
C 0.04 0.64 0.42
P 1.43 -0.40 -0.45
H -0.17 1.67 -0.10
H 0.44 0.81 1.54
H 1.46 -1.21 0.63
H 0.49 -1.09 -1.30
*
```

natural (NBO) charges in e: atom 1 (O): -1.01, atom 2 (P): 1.32, atom 3 (C): -1.12, atom 4 (P): 0.35, atom 5 (H): 0.26, atom 6 (H): 0.26, atom 7 (H): -0.04, atom 8 (H): -0.03

Q: Which of them is the most stable? A: ii.

i:
Below is C3H5ClN2 in the gas phase, with properties calculated with ωB97M-V with the def2-TZVPD basis set.

Properties
SMILES	[H]/N=C/C(Cl)/C=N/[H]
lowest unoccupied orbital energy	0.71	eV

Geometry as ORCA input:
```
! wB97M-V def2-TZVPD RIJCOSX def2/J DEFGRID3
* xyz 0 1
H 0.37 -3.08 0.59
N 0.07 -2.24 -0.09
C 0.09 -1.07 0.37
C -0.57 -0.05 -0.52
Cl -2.23 0.26 0.17
C 0.18 1.38 -0.37
N 0.98 1.59 0.56
H 1.28 2.50 0.72
H 0.74 -0.79 1.15
H -0.56 -0.57 -1.53
H -0.34 2.07 -1.04
*
```

natural (NBO) charges in e: atom 1 (H): 0.35, atom 2 (N): -0.61, atom 3 (C): 0.10, atom 4 (C): -0.30, atom 5 (Cl): -0.05, atom 6 (C): 0.15, atom 7 (N): -0.62, atom 8 (H): 0.36, atom 9 (H): 0.20, atom 10 (H): 0.26, atom 11 (H): 0.16

ii:
Below is a molecular structure, C3H5ClN2, with properties calculated with ωB97M-V with the def2-TZVPD basis set.

Properties
lowest unoccupied orbital energy	0.74	eV

Geometry as ORCA input:
```
! wB97M-V def2-TZVPD RIJCOSX def2/J DEFGRID3
* xyz 0 1
C 1.71 -0.71 -0.02
C -1.79 1.63 -0.31
C 1.34 -1.79 0.59
N 2.17 0.24 -0.59
N -1.25 0.57 -0.62
Cl -2.36 -0.69 -0.29
H -2.73 1.84 0.25
H 1.78 1.10 -0.28
H -1.11 2.41 -0.38
H 0.47 -2.30 0.16
H 1.77 -2.30 1.50
*
```

natural (NBO) charges in e: atom 1 (C): 0.43, atom 2 (C): -0.07, atom 3 (C): -0.67, atom 4 (N): -0.63, atom 5 (N): -0.36, atom 6 (Cl): 0.07, atom 7 (H): 0.18, atom 8 (H): 0.37, atom 9 (H): 0.18, atom 10 (H): 0.25, atom 11 (H): 0.25

Q: Which of them is the most stable? A: i.

i:
Below is 2 unconnected molecules or ions with the total composition C4H10N, with properties calculated with ωB97M-V with the def2-TZVPD basis set.

Properties
lowest unoccupied orbital energy	-5.84	eV

Geometry as ORCA input:
```
! wB97M-V def2-TZVPD RIJCOSX def2/J DEFGRID3
* xyz 1 1
C -0.82 0.28 -2.51
N -0.90 -0.37 -1.41
H -1.40 -0.01 -3.37
H -0.11 1.10 -2.56
H -0.15 -0.42 -0.72
H -1.78 -0.85 -1.23
C -0.39 -0.13 1.86
C 0.87 -0.41 1.08
C 1.69 0.53 0.65
H -0.18 0.13 2.90
H -0.96 0.73 1.49
H -1.02 -1.02 1.91
H 1.06 -1.48 1.00
H 2.57 0.34 0.03
H 1.53 1.58 0.87
*
```

natural (NBO) charges in e: atom 1 (C): 0.17, atom 2 (N): -0.59, atom 3 (H): 0.24, atom 4 (H): 0.23, atom 5 (H): 0.47, atom 6 (H): 0.44, atom 7 (C): -0.68, atom 8 (C): -0.26, atom 9 (C): -0.36, atom 10 (H): 0.26, atom 11 (H): 0.22, atom 12 (H): 0.22, atom 13 (H): 0.22, atom 14 (H): 0.22, atom 15 (H): 0.21

ii:
Below is a gas-phase ion, C4H10N (charge +1), with properties calculated with ωB97M-V with the def2-TZVPD basis set.

Properties
SMILES	C1CC[NH2+]C1
lowest unoccupied orbital energy	-3.50	eV

Geometry as ORCA input:
```
! wB97M-V def2-TZVPD RIJCOSX def2/J DEFGRID3
* xyz 1 1
C 0.74 -0.87 0.65
C 1.04 0.68 0.13
C -0.30 1.23 -0.26
N -0.98 -0.02 -0.80
C -0.73 -1.04 0.27
H 1.23 -0.94 1.64
H 1.40 -1.47 0.03
H 1.87 0.65 -0.56
H 1.45 1.20 1.00
H -0.38 1.97 -1.06
H -0.67 1.76 0.63
H -0.41 -0.31 -1.60
H -1.95 0.07 -1.09
H -1.03 -2.00 -0.17
H -1.31 -0.90 1.19
*
```

natural (NBO) charges in e: atom 1 (C): -0.44, atom 2 (C): -0.44, atom 3 (C): -0.25, atom 4 (N): -0.49, atom 5 (C): -0.25, atom 6 (H): 0.27, atom 7 (H): 0.23, atom 8 (H): 0.24, atom 9 (H): 0.25, atom 10 (H): 0.24, atom 11 (H): 0.26, atom 12 (H): 0.43, atom 13 (H): 0.45, atom 14 (H): 0.24, atom 15 (H): 0.25

iii:
Below is 2 unconnected molecules or ions with the total composition C4H10N, with properties calculated with ωB97M-V with the def2-TZVPD basis set.

Properties
lowest unoccupied orbital energy	-5.65	eV

Geometry as ORCA input:
```
! wB97M-V def2-TZVPD RIJCOSX def2/J DEFGRID3
* xyz 1 1
C 2.78 0.16 -0.08
N 1.65 0.69 -0.35
H 3.68 0.76 -0.24
H 2.87 -0.89 0.13
H 0.77 0.33 0.10
H 1.59 1.59 -0.80
C -2.03 -1.34 -0.40
C -1.34 0.00 -0.18
C -1.15 0.56 1.06
H -2.34 -1.74 0.56
H -1.44 -2.00 -1.03
H -2.92 -1.10 -1.00
H -1.09 0.49 -1.12
H -1.66 1.43 1.47
H -0.64 0.19 1.96
*
```

natural (NBO) charges in e: atom 1 (C): 0.16, atom 2 (N): -0.60, atom 3 (H): 0.23, atom 4 (H): 0.23, atom 5 (H): 0.46, atom 6 (H): 0.44, atom 7 (C): -0.66, atom 8 (C): -0.12, atom 9 (C): -0.51, atom 10 (H): 0.24, atom 11 (H): 0.23, atom 12 (H): 0.26, atom 13 (H): 0.19, atom 14 (H): 0.25, atom 15 (H): 0.21

iv:
Below is 2 unconnected molecules or ions with the total composition C4H10N, with properties calculated with ωB97M-V with the def2-TZVPD basis set.

Properties
lowest unoccupied orbital energy	-4.90	eV

Geometry as ORCA input:
```
! wB97M-V def2-TZVPD RIJCOSX def2/J DEFGRID3
* xyz 1 1
C -0.87 -1.52 1.49
C 0.69 0.33 1.02
N 0.36 -0.91 0.95
H -0.55 -2.30 2.23
H -1.42 -1.97 0.65
H -1.46 -0.74 1.96
H 0.01 1.07 1.51
H 1.62 0.64 0.53
H 1.03 -1.56 0.58
C -0.39 1.56 -1.59
C 0.63 0.74 -1.91
H -0.26 2.61 -1.25
H -1.40 1.21 -1.76
H 1.68 0.99 -1.98
H 0.34 -0.16 -2.44
*
```

natural (NBO) charges in e: atom 1 (C): -0.43, atom 2 (C): 0.13, atom 3 (N): -0.40, atom 4 (H): 0.25, atom 5 (H): 0.25, atom 6 (H): 0.23, atom 7 (H): 0.24, atom 8 (H): 0.25, atom 9 (H): 0.44, atom 10 (C): -0.37, atom 11 (C): -0.43, atom 12 (H): 0.21, atom 13 (H): 0.21, atom 14 (H): 0.21, atom 15 (H): 0.21

Q: Which of them is the most stable? A: ii.

i:
Below is a gas-phase ion, C4H10N (charge +1), with properties calculated with ωB97M-V with the def2-TZVPD basis set.

Properties
SMILES	CC=[N+](C)C
lowest unoccupied orbital energy	-4.69	eV

Geometry as ORCA input:
```
! wB97M-V def2-TZVPD RIJCOSX def2/J DEFGRID3
* xyz 1 1
C -2.28 -0.04 -0.05
C -0.75 -0.51 0.08
N 0.50 -0.05 0.04
C 1.61 -0.88 0.06
C 0.75 1.36 0.07
H -2.96 -0.78 0.35
H -2.44 0.91 0.19
H -2.25 -0.21 -1.16
H -0.63 -1.59 -0.05
H 2.35 -0.54 0.77
H 1.27 -1.92 0.43
H 2.12 -1.12 -0.81
H 1.14 1.70 -1.03
H -0.03 2.11 0.38
H 1.61 1.56 0.73
*
```

natural (NBO) charges in e: atom 1 (C): -0.61, atom 2 (C): 0.31, atom 3 (N): -0.27, atom 4 (C): -0.43, atom 5 (C): -0.46, atom 6 (H): 0.27, atom 7 (H): 0.24, atom 8 (H): 0.27, atom 9 (H): 0.20, atom 10 (H): 0.25, atom 11 (H): 0.23, atom 12 (H): 0.25, atom 13 (H): 0.25, atom 14 (H): 0.26, atom 15 (H): 0.24

ii:
Below is 2 unconnected molecules or ions with the total composition C4H10N, with properties calculated with ωB97M-V with the def2-TZVPD basis set.

Properties
lowest unoccupied orbital energy	-7.27	eV

Geometry as ORCA input:
```
! wB97M-V def2-TZVPD RIJCOSX def2/J DEFGRID3
* xyz 1 1
C 0.90 1.64 1.62
C 0.05 0.48 1.90
C -0.88 0.21 0.77
C -0.73 0.56 -0.56
N 0.06 -2.13 -2.33
H 1.88 1.56 1.97
H 0.64 2.65 1.83
H -0.37 -0.03 2.81
H -0.41 -3.03 -1.89
H -1.92 -0.17 0.95
H -1.36 0.35 -1.39
H 0.19 0.63 -1.00
H 0.98 -1.94 -1.91
H 0.77 1.55 0.59
H 0.19 -2.31 -3.36
*
```

natural (NBO) charges in e: atom 1 (C): -0.72, atom 2 (C): 0.26, atom 3 (C): -0.34, atom 4 (C): -0.06, atom 5 (N): -1.12, atom 6 (H): 0.28, atom 7 (H): 0.32, atom 8 (H): 0.27, atom 9 (H): 0.39, atom 10 (H): 0.28, atom 11 (H): 0.26, atom 12 (H): 0.20, atom 13 (H): 0.37, atom 14 (H): 0.24, atom 15 (H): 0.39

iii:
Below is 2 unconnected molecules or ions with the total composition C4H10N, with properties calculated with ωB97M-V with the def2-TZVPD basis set.

Properties
lowest unoccupied orbital energy (spin up / spin down)	-4.05 / -4.91	eV

Geometry as ORCA input:
```
! wB97M-V def2-TZVPD RIJCOSX def2/J DEFGRID3
* xyz 1 1
C 1.62 -1.11 -2.40
C -0.01 -0.32 -0.66
C -0.40 0.26 0.50
C 0.47 0.58 1.78
N -1.78 0.57 0.88
H 1.57 -0.79 -3.43
H 2.49 -0.82 -1.90
H -0.70 -0.53 -1.43
H 1.02 -1.94 -2.19
H 0.40 1.61 1.95
H 1.42 0.17 1.64
H 0.08 0.01 2.60
H -1.54 1.36 1.39
H -2.21 -0.21 1.48
H -2.46 0.80 0.15
*
```

natural (NBO) charges in e: atom 1 (C): -0.29, atom 2 (C): -0.15, atom 3 (C): -0.02, atom 4 (C): -0.64, atom 5 (N): -0.69, atom 6 (H): 0.19, atom 7 (H): 0.20, atom 8 (H): 0.17, atom 9 (H): 0.19, atom 10 (H): 0.22, atom 11 (H): 0.26, atom 12 (H): 0.22, atom 13 (H): 0.44, atom 14 (H): 0.45, atom 15 (H): 0.45

iv:
Below is 2 unconnected molecules or ions with the total composition C4H10N, with properties calculated with ωB97M-V with the def2-TZVPD basis set.

Properties
lowest unoccupied orbital energy	-8.88	eV

Geometry as ORCA input:
```
! wB97M-V def2-TZVPD RIJCOSX def2/J DEFGRID3
* xyz 1 1
C -0.40 0.27 1.23
N 0.15 -0.64 0.30
C 0.79 0.07 -0.74
C -0.04 1.37 -0.91
C -1.14 1.28 0.23
H 0.36 0.85 1.83
H -1.10 -0.32 1.89
H 1.07 -4.64 -0.04
H 1.34 -4.78 0.59
H 1.90 0.29 -0.47
H 0.54 -0.45 -1.69
H -0.53 1.42 -1.91
H 0.52 2.36 -0.76
H -1.54 2.20 0.62
H -1.93 0.73 -0.18
*
```

natural (NBO) charges in e: atom 1 (C): -0.38, atom 2 (N): 0.27, atom 3 (C): -0.39, atom 4 (C): -0.43, atom 5 (C): -0.35, atom 6 (H): 0.34, atom 7 (H): 0.27, atom 8 (H): -0.01, atom 9 (H): 0.01, atom 10 (H): 0.37, atom 11 (H): 0.29, atom 12 (H): 0.26, atom 13 (H): 0.25, atom 14 (H): 0.28, atom 15 (H): 0.22

Q: Which of them is the most stable? A: i.